# C21H24ClN3O

A single C21H24ClN3O molecule (ωB97M-V with the def2-TZVPD basis set, the Open Molecules 2025 dataset).

The value obtained for the frontier orbital gap is 8.68 eV. The calculation puts the energy above the lowest of the compared OMol25 structures with the same formula, charge and spin at 0.00 kJ/mol. Its net charge is 0. As for the SMILES: C[C@@H]1C[C@H](C)CN(c2ncc3c(n2)C[C@@H](c2ccc(Cl)cc2)CC3=O)C1.

Structure (XYZ):
```
50
Properties=species:S:1:pos:R:3:lowdin_charge:R:1
C -1.451 1.111 -3.370 -0.06
C -2.305 0.424 -2.310 -0.34
C -2.263 1.184 -0.985 -0.14
C -3.245 0.578 0.028 -0.33
C -2.898 1.042 1.439 -0.06
C -3.203 -0.965 -0.083 -0.11
N -1.957 -1.384 -0.676 -0.05
C -0.892 -1.651 0.089 -0.33
N -1.098 -1.855 1.404 0.15
C -0.038 -2.007 2.158 -0.03
C 1.266 -1.939 1.655 -0.10
C 1.366 -1.835 0.258 -0.22
N 0.311 -1.714 -0.513 0.20
C 2.723 -1.751 -0.360 -0.07
C 3.498 -0.724 0.488 -0.25
C 2.699 0.562 0.476 -0.19
C 1.996 1.036 1.577 -0.01
C 1.162 2.136 1.473 -0.09
C 1.029 2.780 0.256 -0.68
Cl -0.043 4.130 0.109 0.68
C 1.751 2.353 -0.847 -0.10
C 2.577 1.253 -0.727 -0.03
C 3.707 -1.334 1.873 -0.07
C 2.434 -1.859 2.529 -0.38
O 2.406 -2.147 3.708 0.08
C -1.803 -1.014 -2.065 -0.12
H -1.457 0.540 -4.296 0.08
H -1.832 2.108 -3.579 0.08
H -0.424 1.201 -3.023 0.07
H -3.342 0.395 -2.660 0.14
H -2.503 2.235 -1.145 0.12
H -1.248 1.135 -0.583 0.11
H -4.258 0.915 -0.215 0.14
H -3.645 0.701 2.151 0.08
H -2.852 2.128 1.479 0.08
H -1.932 0.643 1.738 0.06
H -4.011 -1.327 -0.724 0.13
H -3.290 -1.424 0.901 0.11
H -0.212 -2.146 3.217 0.13
H 3.223 -2.722 -0.322 0.13
H 2.632 -1.445 -1.401 0.12
H 4.475 -0.536 0.029 0.15
H 2.079 0.551 2.536 0.12
H 0.610 2.483 2.332 0.11
H 1.658 2.872 -1.788 0.11
H 3.134 0.919 -1.591 0.12
H 4.388 -2.188 1.787 0.13
H 4.179 -0.626 2.558 0.13
H -2.360 -1.726 -2.683 0.13
H -0.742 -1.094 -2.305 0.11
```



# C21H24F3N2O3S2

2 unconnected molecules or ions with the total composition C21H24F3N2O3S2 (ωB97M-V with the def2-TZVPD basis set, the Open Molecules 2025 dataset).

The value obtained for the frontier orbital gap is 4.52 eV. Its net charge is +1.

Structure (XYZ):
```
55
Properties=species:S:1:pos:R:3:lowdin_charge:R:1
O -5.025 2.475 -0.598 -0.36
S -4.020 3.306 0.291 0.72
O -4.287 4.830 0.034 -0.31
S -2.075 2.701 -0.289 0.97
C -2.257 2.076 -2.051 -0.34
C -1.028 2.480 -3.058 -0.19
C 0.456 1.963 -2.587 -0.25
N 0.659 0.464 -2.639 -0.11
C 2.112 0.087 -2.905 -0.19
C 3.113 0.986 -1.915 -0.09
C 4.012 2.150 -2.649 -0.02
C 4.967 3.077 -1.653 -0.06
C 4.966 2.753 -0.033 -0.06
C 4.037 1.564 0.669 -0.01
C 3.081 0.654 -0.309 -0.16
O 2.178 -0.407 0.162 -0.10
C -1.657 1.187 0.732 -0.38
C -0.332 1.175 1.710 -0.01
C -0.016 -0.202 2.554 -0.03
C -0.939 -1.564 2.486 -0.01
C -2.289 -1.548 1.524 0.00
C -2.628 -0.162 0.652 -0.01
C -4.462 2.884 2.072 -0.28
F -5.606 3.802 2.433 0.03
F -5.040 1.495 2.209 0.02
F -3.386 3.150 3.055 0.03
H -3.231 2.610 -2.488 0.13
H -2.508 0.929 -2.011 0.12
H -1.003 3.665 -3.141 0.14
H -1.245 2.040 -4.135 0.15
H 1.243 2.570 -3.247 0.13
H 0.653 2.300 -1.463 0.12
H 0.004 -0.013 -3.304 0.11
H 2.372 0.224 -4.048 0.12
H 2.299 -1.036 -2.633 0.12
H 3.976 2.315 -3.824 0.11
H 5.619 3.948 -2.131 0.09
H 5.613 3.399 0.701 0.08
H 4.085 1.399 1.835 0.09
H 2.639 -1.008 0.818 0.12
H 0.333 2.145 1.784 0.12
H 0.951 -0.195 3.239 0.11
H -0.622 -2.503 3.126 0.11
H -2.972 -2.505 1.497 0.10
H -3.604 -0.198 -0.032 0.12
N 0.412 -5.100 1.624 -0.01
C 1.258 -6.128 1.949 -0.14
C 0.491 -7.217 2.300 -0.10
C -0.866 -6.834 2.176 -0.11
C -0.886 -5.523 1.754 -0.16
H 0.699 -4.175 1.332 0.13
H 2.331 -5.997 1.904 0.11
H 0.868 -8.183 2.610 0.10
H -1.735 -7.448 2.373 0.10
H -1.710 -4.856 1.538 0.09
```



# C21H24F3NOP2V

A molecular structure, C21H24F3NOP2V (ωB97M-V with the def2-TZVPD basis set, the Open Molecules 2025 dataset).

The value obtained for the frontier orbital gap (alpha / beta) is 5.91 / 6.50 eV. Its net charge is +2. As for the spin multiplicity: 2.

Structure (XYZ):
```
53
Properties=species:S:1:pos:R:3:lowdin_charge:R:1
C -1.916 1.984 -2.884 -0.01
C -1.836 1.615 -1.529 -0.22
C -0.573 1.041 -1.143 -0.22
C 0.493 1.917 -1.539 -0.25
C 0.435 2.511 -2.817 0.01
C -0.755 2.408 -3.540 -0.04
C 1.525 1.990 -0.560 0.03
C 2.079 0.679 -0.448 -0.16
C 1.140 -0.449 -0.489 -0.27
C 1.467 -1.642 -1.187 -0.22
C 2.786 -1.805 -1.601 0.00
C 3.765 -0.857 -1.265 0.00
C 3.426 0.350 -0.657 0.01
H -2.881 2.032 -3.387 0.14
H 1.341 3.006 -3.212 0.14
H -0.795 2.751 -4.573 0.13
H 2.128 2.885 -0.421 0.14
H 3.074 -2.747 -2.090 0.14
H 4.809 -1.073 -1.500 0.13
H 4.195 1.108 -0.444 0.14
N -0.271 -0.077 -0.383 -0.05
V -0.243 -1.113 1.122 0.64
C -2.606 2.307 -0.448 -0.18
H -3.181 1.573 0.142 0.12
H -3.287 3.091 -0.830 0.12
C 0.441 -2.750 -1.272 -0.23
H -0.472 -2.436 -1.798 0.11
H 0.855 -3.658 -1.735 0.11
P -1.269 3.124 0.613 1.05
P -0.036 -3.237 0.468 0.86
C 1.276 -4.336 1.010 -0.19
H 1.258 -4.347 2.111 0.06
H 1.091 -5.344 0.615 0.07
H 2.244 -3.953 0.671 0.06
C -1.523 -4.257 0.359 -0.19
H -1.243 -5.311 0.247 0.07
H -2.085 -4.128 1.295 0.05
H -2.153 -3.931 -0.478 0.07
C -2.084 4.515 1.431 -0.20
H -3.180 4.427 1.441 0.08
H -1.713 4.537 2.464 0.07
H -1.808 5.453 0.933 0.07
C -1.138 1.810 1.871 -0.17
H -0.163 1.813 2.370 0.06
H -1.922 2.023 2.605 0.09
H -1.362 0.789 1.434 0.04
C 1.121 -0.278 2.107 -0.12
O 1.957 0.297 2.698 0.19
H -0.055 3.684 -0.078 0.12
F -1.531 -2.822 3.325 0.05
C -0.541 -1.883 3.195 -0.54
F -0.881 -0.839 4.031 0.04
F 0.598 -2.447 3.754 0.04
```



# C21H24F6NO22

8 unconnected molecules or ions with the total composition C21H24F6NO22 (ωB97M-V with the def2-TZVPD basis set, the Open Molecules 2025 dataset).

The value obtained for the frontier orbital gap is 7.44 eV. The calculation puts the energy above the lowest of the compared OMol25 structures with the same formula, charge and spin at 39.51 kJ/mol. Its net charge is -1.

Structure (XYZ):
```
74
Properties=species:S:1:pos:R:3:lowdin_charge:R:1
C 0.998 0.356 0.053 -0.01
C 1.397 0.098 1.513 -0.76
O 2.060 0.997 2.109 -0.11
O 1.139 -1.014 2.027 -0.07
H 0.090 -0.149 -0.285 0.04
H 1.799 0.057 -0.625 0.05
H 0.795 1.426 -0.056 0.06
C -1.573 -1.387 -1.723 -0.10
C -1.789 -2.599 -0.849 -0.27
O -2.238 -3.564 -1.768 0.13
C -2.580 -2.993 -2.964 -0.53
O -3.040 -3.552 -3.887 0.19
O -2.199 -1.679 -2.960 0.07
F -2.821 -2.362 0.036 0.05
H -0.505 -1.327 -1.933 0.10
H -1.944 -0.448 -1.320 0.14
H -0.906 -2.969 -0.329 0.17
C -1.789 0.328 3.710 -0.06
C -2.867 0.077 4.712 -0.32
O -3.816 -0.557 3.899 0.10
C -3.733 -0.003 2.638 -0.54
O -4.613 -0.038 1.849 0.18
O -2.521 0.570 2.506 0.09
F -3.387 1.243 5.199 0.07
H -1.105 -0.506 3.525 0.12
H -1.143 1.143 4.041 0.14
H -2.541 -0.600 5.498 0.17
C -0.069 4.024 1.720 -0.03
C -0.117 5.524 2.036 -0.27
O -1.223 6.028 1.317 0.14
C -1.847 5.014 0.687 -0.58
O -2.857 5.120 0.072 0.17
O -1.152 3.877 0.802 0.08
F 1.030 6.111 1.539 0.04
H -0.233 3.444 2.627 0.13
H 0.894 3.773 1.285 0.12
H -0.175 5.831 3.079 0.16
C 3.916 -2.242 -2.471 -0.05
C 2.973 -1.126 -2.829 -0.30
O 1.748 -1.702 -2.426 0.10
C 1.844 -3.036 -2.608 -0.54
O 0.929 -3.801 -2.631 0.19
O 3.133 -3.407 -2.724 0.09
F 2.964 -0.850 -4.163 0.09
H 4.111 -2.225 -1.394 0.15
H 4.862 -2.189 -3.006 0.14
H 3.084 -0.194 -2.276 0.14
C -0.415 1.177 -3.393 -0.07
C 0.112 2.564 -3.730 -0.28
O 0.481 2.384 -5.076 0.13
C 0.620 1.037 -5.359 -0.55
O 1.032 0.603 -6.370 0.19
O 0.261 0.319 -4.288 0.08
F 1.199 2.825 -2.930 0.05
H -1.480 1.045 -3.595 0.15
H -0.233 0.946 -2.346 0.11
H -0.577 3.378 -3.523 0.17
C -2.517 -4.059 2.613 -0.05
C -1.821 -5.292 3.174 -0.32
O -0.962 -4.685 4.092 0.13
C -0.650 -3.435 3.649 -0.56
O 0.221 -2.793 4.127 0.19
O -1.486 -3.059 2.673 0.07
F -1.177 -5.981 2.201 0.08
H -3.391 -3.802 3.212 0.14
H -2.818 -4.166 1.575 0.13
H -2.509 -5.930 3.722 0.16
C 4.572 1.966 -0.489 0.06
N 4.314 3.438 -0.504 -0.45
O 3.187 3.816 -0.300 0.07
O 5.244 4.186 -0.746 0.05
H 3.999 1.506 -1.294 0.07
H 4.223 1.661 0.496 0.10
H 5.589 1.830 -0.842 0.09
```



# C21H24F9N2ORuS2

A molecular structure, C21H24F9N2ORuS2 (ωB97M-V with the def2-TZVPD basis set, the Open Molecules 2025 dataset).

The value obtained for the frontier orbital gap (alpha / beta) is 7.53 / 6.65 eV. The calculation puts the energy above the lowest of the compared OMol25 structures with the same formula, charge and spin at 90.30 kJ/mol. Its net charge is 0. As for the spin multiplicity: 6.

Structure (XYZ):
```
60
Properties=species:S:1:pos:R:3:lowdin_charge:R:1
Ru 0.475 0.689 0.062 1.06
C 3.594 2.174 1.618 -0.04
C 2.453 1.318 2.061 -0.30
C 2.303 0.003 1.588 -0.15
C 1.198 -0.771 1.992 -0.18
C 0.232 -0.219 2.838 -0.12
C 0.387 1.081 3.305 -0.08
C 1.498 1.824 2.942 -0.05
H 3.290 2.710 0.717 0.06
H 4.474 1.581 1.382 0.08
H 3.838 2.914 2.377 0.09
H 3.090 -0.453 0.991 0.12
H 1.145 -1.822 1.713 0.10
H -0.625 -0.803 3.149 0.10
H -0.359 1.516 3.953 0.11
H 1.620 2.822 3.331 0.12
C 0.584 -1.107 -4.382 -0.13
C 1.047 -0.461 -3.115 -0.79
S 0.999 -1.412 -1.697 0.65
C 1.542 0.825 -3.105 -0.78
C 1.628 1.650 -4.348 -0.13
S 2.128 1.581 -1.691 0.71
H 0.274 -2.131 -4.192 0.05
H 1.383 -1.114 -5.122 0.08
H -0.254 -0.550 -4.799 0.09
H 1.907 1.056 -5.216 0.07
H 2.355 2.444 -4.202 0.06
H 0.658 2.112 -4.538 0.09
F -1.226 4.036 2.372 0.16
C -0.775 4.722 1.315 -0.56
F 0.328 5.348 1.713 0.17
F -1.694 5.658 1.046 0.17
C -0.474 3.764 0.123 -0.37
O 0.581 3.018 0.395 -0.21
C -0.285 4.628 -1.166 -0.56
F -1.414 5.225 -1.580 0.16
F 0.134 3.884 -2.193 0.13
F 0.620 5.584 -0.982 0.18
C -1.705 2.840 -0.116 -0.56
F -1.478 2.054 -1.192 0.10
F -2.879 3.430 -0.314 0.18
F -1.843 1.996 0.920 0.10
N -1.410 -0.571 0.024 0.09
C -1.693 -1.687 0.157 -0.27
N -1.979 -2.940 0.234 -0.08
C -1.339 -3.879 -0.671 -0.15
C -0.582 -4.929 0.135 -0.17
C -1.540 -5.605 1.113 -0.20
C -2.145 -4.561 2.049 -0.17
C -2.868 -3.488 1.235 -0.14
H -0.662 -3.322 -1.320 0.04
H -2.110 -4.363 -1.280 0.13
H 0.227 -4.447 0.687 0.11
H -0.143 -5.657 -0.547 0.12
H -1.010 -6.359 1.698 0.11
H -2.337 -6.103 0.553 0.12
H -1.353 -4.101 2.642 0.11
H -2.856 -5.024 2.733 0.11
H -3.221 -2.676 1.873 0.13
H -3.735 -3.932 0.729 0.13
```



# C21H24FN5O3S

A single C21H24FN5O3S molecule (ωB97M-V with the def2-TZVPD basis set, the Open Molecules 2025 dataset).

The value obtained for the frontier orbital gap is 8.00 eV. Its net charge is 0. As for the SMILES: CCn1c(CNc2ccc(F)cc2)nnc1SCC(=O)Nc1ccc(OC)cc1OC.

Structure (XYZ):
```
55
Properties=species:S:1:pos:R:3:lowdin_charge:R:1
C -3.474 -1.997 0.817 -0.06
C -2.384 -1.046 1.302 -0.19
N -1.501 -0.660 0.232 -0.01
C -1.420 0.509 -0.485 -0.28
C -2.278 1.719 -0.311 -0.11
N -3.537 1.601 -1.018 0.03
C -4.680 1.059 -0.466 -0.30
C -5.030 1.256 0.874 -0.04
C -6.207 0.743 1.380 -0.01
C -7.053 0.037 0.545 -0.29
F -8.202 -0.472 1.045 0.05
C -6.752 -0.153 -0.791 -0.01
C -5.568 0.355 -1.287 -0.03
N -0.489 0.411 -1.390 0.08
N 0.072 -0.803 -1.298 0.00
C -0.533 -1.442 -0.328 -0.61
S -0.187 -3.052 0.217 1.02
C 1.168 -3.486 -0.924 -0.34
C 2.526 -3.030 -0.389 -0.54
O 3.303 -3.821 0.102 0.06
N 2.717 -1.703 -0.533 0.14
C 3.824 -0.943 -0.135 -0.14
C 5.021 -1.483 0.311 0.00
C 6.073 -0.660 0.660 -0.01
C 5.950 0.723 0.566 -0.28
O 7.047 1.448 0.926 -0.08
C 6.988 2.850 0.848 -0.09
C 4.751 1.278 0.126 0.04
C 3.691 0.454 -0.218 -0.20
O 2.469 0.900 -0.638 -0.10
C 2.292 2.261 -0.933 -0.08
H -3.031 -2.911 0.431 0.05
H -4.071 -1.532 0.036 0.06
H -4.128 -2.249 1.646 0.08
H -2.833 -0.143 1.720 0.11
H -1.782 -1.537 2.073 0.12
H -2.462 1.911 0.746 0.11
H -1.729 2.567 -0.732 0.13
H -3.405 1.366 -1.993 0.13
H -4.394 1.836 1.525 0.11
H -6.477 0.892 2.414 0.12
H -7.434 -0.697 -1.424 0.12
H -5.320 0.210 -2.329 0.11
H 1.156 -4.573 -0.983 0.08
H 0.931 -3.035 -1.886 0.08
H 1.965 -1.151 -0.951 0.09
H 5.119 -2.553 0.383 0.10
H 7.006 -1.073 1.005 0.12
H 6.218 3.260 1.512 0.09
H 7.965 3.205 1.173 0.09
H 6.805 3.191 -0.176 0.10
H 4.637 2.347 0.057 0.09
H 1.292 2.324 -1.361 0.07
H 3.026 2.613 -1.664 0.10
H 2.347 2.881 -0.031 0.10
```



# C21H24FOPb

A molecular structure, C21H24FOPb (ωB97M-V with the def2-TZVPD basis set, the Open Molecules 2025 dataset).

The value obtained for the frontier orbital gap is 4.68 eV. Its net charge is -1.

Structure (XYZ):
```
48
Properties=species:S:1:pos:R:3:lowdin_charge:R:1
Pb -0.719 -0.687 -0.689 1.38
C -1.733 -0.852 2.159 -0.22
C -1.621 -2.084 1.430 -0.33
C -0.255 -2.528 1.552 -0.29
H -2.449 -2.655 1.003 0.08
C 0.454 -1.560 2.312 -0.20
C -0.455 -0.533 2.684 -0.17
H -0.225 0.315 3.330 0.09
H -2.661 -0.316 2.358 0.09
H 0.132 -3.490 1.211 0.07
H 1.497 -1.632 2.630 0.08
C 0.282 2.946 -0.828 -0.24
C 0.355 2.854 0.593 -0.22
C 1.575 2.198 0.929 -0.22
H -0.377 3.246 1.299 0.06
C 2.263 1.893 -0.284 -0.23
C 1.461 2.353 -1.371 -0.24
H 1.726 2.303 -2.427 0.05
H -0.516 3.424 -1.395 0.06
H 1.933 1.993 1.936 0.06
H 3.248 1.431 -0.363 0.04
O -1.569 -2.720 -2.197 -0.17
C 3.391 -2.125 -1.908 -0.40
C 2.448 -2.918 -2.449 -0.01
C 3.777 -2.307 -0.456 -0.07
C 4.063 -1.074 -2.759 -0.07
C -0.736 -3.353 -2.872 -0.08
H 1.977 -3.713 -1.858 0.05
H 2.137 -2.788 -3.488 0.05
H -0.368 -2.990 -3.847 0.09
H -0.292 -4.290 -2.519 0.09
H 4.755 -2.805 -0.341 0.08
H 3.037 -2.939 0.068 0.07
H 3.869 -1.333 0.049 0.08
H 4.974 -1.445 -3.256 0.08
H 4.364 -0.217 -2.148 0.07
H 3.389 -0.716 -3.553 0.08
F -6.623 1.317 -2.320 0.00
C -5.322 1.002 -1.999 -0.28
C -4.676 1.727 -1.001 -0.02
C -3.346 1.374 -0.665 -0.13
C -2.740 0.325 -1.327 -0.36
C -3.372 -0.337 -2.360 -0.17
C -4.704 -0.032 -2.691 -0.03
H -5.196 2.540 -0.498 0.11
H -2.825 1.940 0.113 0.10
H -2.890 -1.132 -2.925 0.06
H -5.220 -0.599 -3.459 0.10
```



# C21H24LiNO2S

A molecular structure, C21H24LiNO2S (ωB97M-V with the def2-TZVPD basis set, the Open Molecules 2025 dataset).

The value obtained for the frontier orbital gap is 8.16 eV. The calculation puts the energy above the lowest of the compared OMol25 structures with the same formula, charge and spin at 0.00 kJ/mol. Its net charge is 0.

Structure (XYZ):
```
50
Properties=species:S:1:pos:R:3:lowdin_charge:R:1
Li -1.203 0.400 -1.078 0.58
O 0.488 0.640 -1.651 -0.59
S 1.355 0.714 -0.400 1.04
C 2.980 1.040 -1.141 -0.36
C 3.287 0.615 -2.424 -0.06
C 4.534 0.901 -2.955 -0.07
C 5.468 1.615 -2.208 -0.09
C 5.150 2.048 -0.928 -0.08
C 3.897 1.766 -0.396 -0.09
C 1.759 -0.973 0.069 -0.36
C 2.665 -1.195 1.092 -0.08
C 2.967 -2.497 1.464 -0.08
C 2.370 -3.566 0.806 -0.08
C 1.469 -3.328 -0.225 -0.07
C 1.158 -2.027 -0.594 -0.07
H 2.545 0.072 -2.996 0.11
H 4.782 0.572 -3.956 0.10
H 6.439 1.841 -2.628 0.10
H 5.869 2.614 -0.350 0.10
H 3.630 2.117 0.596 0.11
H 3.132 -0.361 1.605 0.11
H 3.670 -2.676 2.268 0.10
H 2.610 -4.581 1.094 0.10
H 1.000 -4.158 -0.739 0.10
H 0.453 -1.826 -1.388 0.11
C -2.626 0.786 2.073 -0.05
C -1.216 0.199 1.921 -0.77
C -1.202 -1.234 2.466 -0.04
C -0.233 1.050 2.731 -0.06
O -0.857 0.190 0.583 -0.42
H -2.974 0.763 3.111 0.08
H -3.327 0.213 1.458 0.06
H -2.634 1.823 1.725 0.08
H -1.485 -1.268 3.524 0.08
H -0.205 -1.669 2.358 0.07
H -1.904 -1.849 1.897 0.08
H -0.537 1.106 3.781 0.08
H -0.189 2.064 2.324 0.08
H 0.774 0.621 2.693 0.06
C -6.061 0.782 -1.241 -0.07
C -5.298 1.886 -1.584 -0.06
C -3.939 1.714 -1.784 -0.13
N -3.328 0.533 -1.663 0.01
C -4.073 -0.524 -1.327 -0.15
C -5.437 -0.448 -1.110 -0.06
H -7.126 0.879 -1.076 0.11
H -5.743 2.866 -1.691 0.11
H -3.310 2.556 -2.051 0.11
H -3.550 -1.468 -1.219 0.11
H -5.993 -1.335 -0.835 0.11
```



Max |F| for every record listed, in sequence, given in eV/Å: 0.61, 10.79, 6.87, 1.90, 1.33, 1.21, 3.53, 0.78.
Calculated total energy for every record listed, in sequence, given in a.u.: -1514.37982, -2244.70659, -2870.11823, -3123.94486, -2789.38122, -1812.18800, -1182.42499, -1425.60417.